Molecular formula: C20H28CoN2Si
Method: DFT, wB97M-V/def2-TZVPD

The spin multiplicity is 4. The HOMO-LUMO gap (alpha / beta) comes out at 0.2029 / 0.2801 hartree. The energy relative to the best compared isomer or geometry (same formula, charge and spin) is 0.00 kJ/mol. As for the total charge: 0. The HOMO energy (alpha / beta) comes out at -5.2 / -7.3 eV. For the total energy, the calculation gives -69676.9741 eV. Its expectation value of S² is 3.773.

Each line ends with the Mulliken charge.
Element x y z (Å)
1 C -1.134 -1.095 -0.645  -0.39
2 C -0.813 -0.031 -1.598  -0.82
3 C 0.522 -0.269 -2.083  -0.64
4 H -1.528 0.646 -2.056  1.21
5 C 0.942 -1.521 -1.588  -1.16
6 C -0.045 -2.024 -0.702  -0.58
7 H -0.024 -3.004 -0.220  0.52
8 H -2.131 -1.245 -0.219  0.63
9 H 1.024 0.373 -2.810  0.51
10 H 1.831 -2.065 -1.912  0.50
11 Co -0.016 0.473 0.187  -0.01
12 C -1.085 5.736 0.052  -0.81
13 H -0.388 5.572 -0.771  0.21
14 H -0.886 6.715 0.497  0.41
15 H -2.107 5.734 -0.334  0.22
16 Si -0.919 2.488 -0.043  -0.53
17 C -2.726 2.305 0.463  0.75
18 C -3.649 1.519 -0.250  0.06
19 H -3.343 0.935 -1.124  0.26
20 C -4.993 1.504 0.135  -0.79
21 H -5.698 0.894 -0.429  0.41
22 C -5.427 2.263 1.223  -0.55
23 H -6.474 2.249 1.520  0.38
24 C -4.507 3.028 1.943  -0.58
25 H -4.829 3.619 2.797  0.39
26 C -3.158 3.034 1.584  -0.26
27 H -2.440 3.630 2.159  0.33
28 C -0.887 3.088 -1.807  0.83
29 C -2.043 3.492 -2.494  -0.05
30 H -3.021 3.428 -2.009  0.37
31 C -1.941 4.012 -3.788  -0.59
32 H -2.841 4.372 -4.286  0.38
33 C -0.701 4.082 -4.425  -0.50
34 H -0.628 4.482 -5.432  0.36
35 C 0.447 3.649 -3.759  -0.66
36 H 1.423 3.709 -4.240  0.40
37 C 0.356 3.144 -2.460  -0.78
38 H 1.264 2.813 -1.944  0.35
39 H -0.106 3.356 0.862  -0.26
40 H -0.945 4.959 0.834  0.03
41 N -0.549 0.533 2.211  -0.32
42 C 0.626 0.261 3.102  -0.65
43 C 1.541 -0.710 2.385  -0.49
44 N 1.800 -0.137 1.026  -0.41
45 H -1.062 1.354 2.549  0.21
46 H -1.238 -0.224 2.257  0.22
47 H 1.133 1.221 3.275  0.33
48 H 0.293 -0.137 4.073  0.39
49 H 2.486 -0.848 2.935  0.40
50 H 1.041 -1.684 2.255  0.30
51 H 2.281 -0.816 0.438  0.27
52 H 2.434 0.652 1.139  0.21